No. 1
22
Properties=species:S:1:pos:R:3 method="wB97M-V/def2-TZVPD" e_tot_ev=-20894.52290 e_lumo_ev="-1.3 / -1.4" orbital_gap_ev="7.09 / 7.06" e_above_lowest_kcal_mol=50.7
C 0.17503 -2.20530 0.08413
C -1.19584 -2.02745 -0.02023
C 0.94031 -1.03769 0.02308
C -1.62306 -0.49364 -0.13772
C 2.39558 -0.83034 0.16018
C 0.27344 1.60914 1.63808
C 0.24863 1.41951 -1.60829
N -2.87260 0.06678 -0.24211
O -3.88321 -0.60912 -0.29528
O -2.86956 1.28571 -0.14592
Si -0.09496 0.52879 0.05067
H 0.57482 -3.19885 -0.07031
H -1.99100 -2.76857 0.05391
H 2.28254 -0.10113 0.89487
H 2.70459 -0.22510 -0.75516
H 2.95369 -1.79586 0.07082
H 1.35638 1.79889 1.57220
H -0.41173 2.43186 1.74380
H 0.20678 1.12935 2.63145
H -0.71985 1.98205 -1.67779
H 1.14396 2.20497 -1.45605
H 0.40604 0.83600 -2.51431

***

No. 2
11
Properties=species:S:1:pos:R:3 method="wB97M-V/def2-TZVPD" e_tot_ev=-11722.28157 e_lumo_ev=-1.1 orbital_gap_ev=8.31 e_above_lowest_kcal_mol=84.8
C -1.76823 -0.61728 -0.04224
C -0.45076 -0.18694 0.06630
C 1.61017 0.18594 -0.10180
H -2.24898 1.21016 0.21486
H -1.92556 -1.71148 -0.04481
H 3.17669 -1.01154 -0.07580
N -0.31295 1.21829 -0.03491
N 0.91781 1.43529 -0.09817
N 0.79207 -0.85909 -0.11204
O -2.76603 0.32303 0.06410
O 2.97576 0.01363 0.16449

***

No. 3
11
Properties=species:S:1:pos:R:3 method="wB97M-V/def2-TZVPD" e_tot_ev=-8225.11286 e_lumo_ev=0.8 orbital_gap_ev=9.06 e_above_lowest_kcal_mol=101.0
C 2.33303 -0.26676 -0.43593
C 1.40324 0.01115 0.28818
C 0.12543 0.21035 0.97542
C -0.89400 -0.75412 0.73904
N -1.57966 -0.32542 -0.31672
N -1.17275 0.86512 -0.81897
C -0.22131 1.21380 0.01322
H 3.24223 -0.64684 -0.84119
H -1.20056 -1.66994 1.23863
H -2.31922 -0.80258 -0.80760
H 0.28356 2.16522 -0.03408

***

No. 4
10
Properties=species:S:1:pos:R:3 method="wB97M-V/def2-TZVPD" e_tot_ev=-26927.98665 e_lumo_ev=0.2 orbital_gap_ev=8.96 e_above_lowest_kcal_mol=57.9
C -0.73145 0.78701 -0.42422
C -0.07928 -0.61655 -0.33658
N -0.29609 1.58384 0.65098
N 0.96082 -0.48561 0.73127
P 0.91626 0.98487 1.50731
Cl 1.89128 -1.97823 0.96530
H -0.51474 1.10884 -1.43183
H -1.74174 0.88085 -0.39717
H -0.73239 -1.34938 0.16014
H 0.32735 -0.91563 -1.42523

***

No. 5
49
Properties=species:S:1:pos:R:3 method="wB97M-V/def2-TZVPD" e_tot_ev=-49749.84337 e_lumo_ev=-0.4 orbital_gap_ev=8.17
F 4.60518 0.51893 2.86583
C 3.60675 -0.34534 2.64851
F 3.78768 -0.92721 1.43168
F 3.65513 -1.30236 3.58663
S 1.98639 0.59868 2.66321
C 0.89343 -0.20548 1.33396
C -0.47255 -0.26707 2.03717
C -1.20944 -1.45671 2.13926
C -2.55601 -1.42439 2.46276
C -3.18306 -0.21796 2.78860
C -4.60734 -0.17838 3.02186
N -5.76703 -0.16877 3.22017
C -2.41772 0.96484 2.81755
C -1.05296 0.91767 2.52614
O 1.51266 0.30449 4.02351
O 2.18842 1.96338 2.26566
H 1.31786 -1.19986 1.35528
H -0.73840 -2.41072 1.91307
H -3.16618 -2.33636 2.44090
H -2.89963 1.91840 3.03672
H -0.48676 1.82635 2.61254
C 1.07963 0.35035 -0.14850
C 2.47616 0.56540 -0.80582
C 3.30833 1.61091 -0.40094
C 4.63663 1.67602 -0.80836
C 5.14123 0.76430 -1.72952
C 4.25703 -0.14352 -2.34485
C 2.92137 -0.24653 -1.89853
C 0.05935 0.00328 -1.17762
C -1.25533 0.28338 -1.08353
C -2.28867 -0.17341 -1.98211
C -3.62703 0.25778 -1.80022
C -4.64180 -0.11269 -2.66918
C -4.36226 -0.95752 -3.75151
C -3.05390 -1.43304 -3.95192
C -2.02652 -1.04438 -3.07818
H 0.79707 1.28441 0.38495
H 2.91638 2.39449 0.24228
H 5.28798 2.44673 -0.36909
H 6.19826 0.75914 -1.99282
H 4.60932 -0.79808 -3.14165
H 2.27742 -0.94823 -2.38800
H 0.42441 -0.40433 -2.14011
H -1.59712 0.96822 -0.28886
H -3.84780 0.87766 -0.91683
H -5.66980 0.23844 -2.49826
H -5.15562 -1.22663 -4.46303
H -2.84150 -2.11866 -4.77410
H -1.01968 -1.44567 -3.21470

***

No. 6
53
Properties=species:S:1:pos:R:3 method="wB97M-V/def2-TZVPD" e_tot_ev=-145620.26440 e_lumo_ev="2.5 / 2.5" multiplicity=2 total_charge=-1 s_squared=0.77 orbital_gap_ev="6.98 / 7.73" e_above_lowest_kcal_mol=10.9
Co -1.62943 0.76783 -0.48685
Cl 0.47748 1.56341 -3.18577
C 0.56538 2.51381 -1.73941
C -0.34434 2.27366 -0.70380
C -0.20061 3.13005 0.39178
Cl -1.33590 2.95461 1.71482
C 0.78257 4.10855 0.51163
Cl 0.90381 5.09415 1.92862
C 1.69164 4.27603 -0.52742
Cl 2.94831 5.45674 -0.40582
C 1.57386 3.47708 -1.66190
Cl 2.71026 3.68137 -2.95156
N -0.80091 -2.00272 0.48978
P 0.09556 -0.57332 0.26640
C 1.14703 -0.57968 1.77079
C 2.15447 -1.53204 1.94200
C 2.90029 -1.56666 3.11023
C 2.65835 -0.63835 4.11751
C 1.66551 0.31439 3.95363
C 0.90858 0.33970 2.78660
C 1.35899 -0.94074 -0.98902
C 2.47250 -0.10057 -1.05278
C 3.40101 -0.24153 -2.07163
C 3.23134 -1.23458 -3.02898
C 2.12843 -2.07368 -2.96800
C 1.18512 -1.92322 -1.95806
C -2.18236 -1.99436 0.45362
C -2.88895 -3.19092 0.61330
C -4.26259 -3.16054 0.56476
C -4.90536 -1.94438 0.36749
C -4.13325 -0.81138 0.22353
N -2.79637 -0.81841 0.27094
H -0.36444 -2.89783 0.64307
H 2.36926 -2.23663 1.14633
H 3.67968 -2.30937 3.23144
H 3.24934 -0.65768 5.02551
H 1.47777 1.04592 4.73019
H 0.13187 1.08335 2.66169
H 2.60704 0.68039 -0.31106
H 4.24851 0.43117 -2.12457
H 3.95150 -1.34124 -3.83161
H 1.97701 -2.83102 -3.72737
H 0.29109 -2.53212 -1.95735
H -2.34665 -4.11788 0.75148
H -4.82950 -4.07734 0.67327
H -5.98194 -1.87045 0.31149
H -4.58533 0.15428 0.05532
N -1.74322 -1.26932 -2.95888
C -1.61649 -0.44118 -2.15090
F -3.94926 1.51694 -1.96081
C -3.12665 1.96364 -0.92947
F -4.03538 2.08527 0.16169
H -2.88466 2.99678 -1.18588

***

No. 7
17
Properties=species:S:1:pos:R:3 method="wB97M-V/def2-TZVPD" e_tot_ev=-7758.03524 e_lumo_ev=1.1 orbital_gap_ev=9.57 e_above_lowest_kcal_mol=47.2
C 1.11434 1.19201 2.20816
N 1.50770 1.08936 0.82243
C 0.99134 2.13111 -0.05836
H 0.17808 0.67918 2.52301
H 1.21199 2.24690 2.59706
H 1.73088 0.66918 2.95502
H 2.51613 0.90097 0.77288
H 1.37720 3.15776 -0.03950
H 1.00231 1.69100 -1.05086
H 0.00358 2.29560 0.11672
N -0.42268 -1.22064 -1.73540
C -1.73156 -1.54126 -1.31492
N -1.78922 -2.08456 -0.10692
H 0.32309 -1.70381 -1.13779
H -0.34185 -1.59953 -2.70150
H -2.56735 -1.38342 -2.04586
H -2.74942 -2.13406 0.14071

***

No. 8
110
Properties=species:S:1:pos:R:3 method="wB97M-V/def2-TZVPD" e_tot_ev=-68910.11051 e_lumo_ev=-0.3 orbital_gap_ev=9.13 e_above_lowest_kcal_mol=343.6
C -40.67153 -22.10001 6.55648
C -40.19454 -23.44288 6.22777
O -39.94945 -23.32852 4.86130
O -41.09268 -22.00050 8.06227
H -41.47710 -21.83773 5.75219
H -39.95781 -21.25565 6.51211
H -40.96340 -24.29854 6.40520
H -39.34882 -23.70992 6.96457
H -39.31245 -24.07479 4.71587
H -40.32849 -22.00288 8.71351
C -41.54122 -24.51382 0.73329
C -41.72765 -23.21256 1.54609
O -40.50494 -22.73746 2.12259
O -42.68047 -24.46013 -0.22835
H -41.42830 -25.48475 1.47483
H -40.84350 -24.67954 0.10713
H -42.17298 -23.59493 2.34524
H -42.01999 -22.30154 1.03241
H -40.65161 -22.86394 3.04407
H -42.63051 -25.00037 -0.98711
C -33.68511 -18.97356 4.82293
C -33.04111 -17.65839 4.45465
O -33.91829 -16.52450 4.39548
O -32.78984 -19.98637 5.02808
H -34.38459 -19.21281 4.07508
H -34.15513 -18.76746 5.74672
H -32.63452 -18.04256 3.42059
H -32.15339 -17.39109 5.15942
H -34.76042 -16.80908 3.85748
H -33.16259 -20.94140 5.26572
C -39.67639 -21.54364 -2.19540
C -39.59199 -20.93219 -3.53468
O -40.92751 -21.22360 -4.05679
O -38.30948 -21.19206 -1.55256
H -39.47707 -22.54504 -2.25030
H -40.41420 -21.38940 -1.31069
H -38.87891 -21.35220 -4.22855
H -39.46163 -19.88980 -3.51181
H -41.59267 -20.83664 -3.65199
H -38.13777 -21.65314 -0.80909
C -37.08905 -18.06300 0.30289
C -36.91742 -17.82337 -1.23077
O -38.23275 -18.17441 -1.80930
O -35.81070 -17.72411 0.78601
H -37.20376 -19.23481 0.32015
H -38.01590 -17.76291 0.74210
H -36.09102 -18.37096 -1.66275
H -36.80568 -16.70547 -1.58582
H -38.43274 -19.17793 -1.65654
H -35.20140 -18.35817 0.55579
C -40.63296 -18.81115 0.79716
C -41.04591 -17.57139 0.02395
O -41.55864 -17.99764 -1.20791
O -40.13903 -18.36653 2.06626
H -39.85424 -19.42240 0.45198
H -41.49758 -19.44736 0.80788
H -40.29153 -17.10558 -0.45025
H -41.79211 -17.00834 0.64122
H -40.90848 -18.26800 -1.73721
H -40.77872 -18.85834 2.74214
C -31.44095 -20.77594 2.02197
C -32.30080 -21.88781 1.57746
O -32.63494 -21.73869 0.18478
O -31.06558 -21.14003 3.34574
H -31.85603 -19.84570 1.87534
H -30.58720 -20.82287 1.28709
H -33.22188 -21.83390 2.14979
H -31.77073 -22.85897 1.69529
H -31.96395 -21.96550 -0.30355
H -31.49417 -20.59656 4.13194
C -35.12133 -22.03544 6.55871
C -36.62032 -22.17418 6.81066
O -36.86476 -22.94844 7.94507
O -34.82242 -21.82727 5.19579
H -34.50601 -22.89423 7.03613
H -34.73794 -21.14264 7.08116
H -36.98348 -22.92629 5.93337
H -37.22481 -21.21726 6.76648
H -36.98473 -23.78936 7.67744
H -35.63435 -21.40663 4.76058
C -36.20014 -24.66611 -0.58700
C -37.74903 -24.78911 -0.77956
O -38.19907 -25.95636 -1.23330
O -35.78570 -23.34384 -0.59584
H -35.79783 -25.11753 -1.42660
H -35.79684 -25.38276 0.23573
H -37.87848 -24.13388 -1.53336
H -38.07990 -24.36915 -0.09643
H -37.63159 -26.45568 -1.61702
H -35.26192 -23.14816 0.26854
C -37.85636 -20.49847 3.18180
C -37.12272 -21.61935 2.40551
O -37.91451 -21.99594 1.37493
O -36.89837 -20.11261 4.25041
H -38.75652 -20.90444 3.66347
H -38.09319 -19.70473 2.67340
H -36.82167 -22.40962 2.97405
H -36.14574 -21.34832 2.11792
H -38.79890 -22.57085 1.63635
H -37.41879 -19.56988 4.82039
C -38.28080 -17.02410 6.47315
C -37.02381 -17.34592 7.34937
O -37.29121 -18.46305 8.19735
O -38.50774 -18.25142 5.93760
H -38.10042 -16.23799 5.83746
H -39.19837 -16.62180 6.87018
H -36.77681 -16.50741 7.91463
H -36.04329 -17.66027 6.76754
H -37.64590 -18.02935 8.98132
H -38.25244 -18.93259 6.49422

***

No. 9
14
Properties=species:S:1:pos:R:3 method="wB97M-V/def2-TZVPD" e_tot_ev=-8372.43344 e_lumo_ev=0.7 orbital_gap_ev=10.24 e_above_lowest_kcal_mol=19.6
C -1.07549 -0.22179 -1.54207
C -0.21116 -0.58459 -0.34246
O 1.08769 -1.03465 -0.69222
C -0.17433 0.54989 0.69287
O -1.01029 1.42966 0.67969
C 0.91279 0.50906 1.74535
H -2.09240 0.00804 -1.21449
H -1.10381 -1.05631 -2.25126
H -0.68589 0.66951 -2.05074
H -0.65616 -1.44659 0.17183
H 1.50538 -0.37053 -1.25724
H 0.44897 0.32681 2.72064
H 1.40150 1.48685 1.79558
H 1.65319 -0.26536 1.54454

***

No. 10
36
Properties=species:S:1:pos:R:3 method="wB97M-V/def2-TZVPD" e_tot_ev=-225950.64138 e_lumo_ev="1.0 / 1.6" multiplicity=2 total_charge=-1 s_squared=0.82 orbital_gap_ev="4.41 / 5.26"
Ir -0.53402 -2.36643 -1.78708
O -4.77020 -1.33625 -1.96292
C -3.41254 -1.39288 -1.78694
O -2.74334 -2.13050 -2.57374
C -2.85396 -0.62007 -0.75626
C -3.59519 0.11760 0.20211
C -2.92224 0.79798 1.17606
C -1.51465 0.79897 1.19020
C -0.83158 0.08404 0.21871
N -1.47515 -0.62409 -0.70627
C 1.09231 -1.34831 0.74368
O 1.62152 -1.30494 1.84555
O 0.88820 -2.37310 0.03677
H -4.97822 -1.92777 -2.69729
H -4.67261 0.08827 0.15310
H -3.45871 1.35850 1.93037
H -0.96730 1.33696 1.94779
Se -0.83030 -4.90385 -2.12043
Te 1.19304 -5.43444 -3.46527
Te 2.68756 -3.19292 -2.95990
Se 0.99361 -1.46148 -3.55307
C 1.65257 1.86107 2.92716
Ge 1.78160 1.41648 0.98355
C 3.71207 0.97802 0.77668
C 1.35349 3.04006 -0.11292
C 0.64726 0.01007 0.13619
H 2.53651 2.44464 3.17639
H 1.67309 0.95006 3.51428
H 0.77992 2.44428 3.19852
H 4.31648 1.84934 1.02274
H 3.97100 0.65442 -0.22678
H 3.96518 0.18217 1.47053
H 1.94673 3.90427 0.16691
H 0.30301 3.30100 -0.01379
H 1.54328 2.82585 -1.16150
H 0.90160 -0.02705 -0.93315

***

No. 11
13
Properties=species:S:1:pos:R:3 method="wB97M-V/def2-TZVPD" e_tot_ev=-75783.40281 e_lumo_ev=-4.4 total_charge=+1 orbital_gap_ev=9.31 e_above_lowest_kcal_mol=56.3
C 0.74662 -1.14651 -0.10033
C 1.47414 -0.08246 -0.18678
C -0.73914 -0.96807 -0.05025
C -0.07945 1.50729 -0.17037
N -1.04379 0.46362 0.29400
Br 3.33608 0.15027 -0.00904
H 1.17679 -2.17621 -0.17476
H -1.07042 -1.36280 -1.01154
H -1.34526 -1.58960 0.63648
H 0.38529 2.04087 0.65125
H -0.03057 1.81635 -1.15343
H -1.93240 0.76877 -0.03883
H -0.87789 0.57848 1.31360

***

No. 12
11
Properties=species:S:1:pos:R:3 method="wB97M-V/def2-TZVPD" e_tot_ev=-8315.73522 e_lumo_ev="0.1 / -1.6" multiplicity=2 s_squared=0.79 orbital_gap_ev="9.54 / 7.85" e_above_lowest_kcal_mol=78.4
O 1.01962 0.31127 -0.31371
C 1.66869 -0.91747 -0.08216
C 0.36899 -1.25855 -1.75063
C 0.27543 0.01732 -1.42039
H 1.44907 -1.32477 0.90559
H 2.60788 -1.03155 -0.62966
H -0.77284 0.38002 -1.45775
O -2.28122 1.28373 0.22362
C -1.72367 0.93750 1.23692
H -1.33555 1.67823 1.96603
H -1.27640 -0.07572 1.32214

***

No. 13
29
Properties=species:S:1:pos:R:3 method="wB97M-V/def2-TZVPD" e_tot_ev=-15193.52380 e_lumo_ev=-3.3 total_charge=+1 orbital_gap_ev=8.58 e_above_lowest_kcal_mol=116.0
C -1.62114 3.16767 0.64852
C -0.26507 3.45555 0.45987
C -2.05927 1.87506 1.09748
C 0.69225 2.48100 0.62417
C -1.14860 0.94517 1.32791
C 0.22756 1.21939 1.10532
C 1.28980 -1.32832 -0.22473
C 0.40592 -1.56407 -1.34292
C -0.73761 -0.62742 -1.62541
C 0.80503 -2.58100 -2.41800
C 1.15821 0.10627 1.53888
N 0.25727 -2.26177 0.06624
O 0.71355 -0.72097 2.45351
H -2.33394 3.98540 0.66060
H 0.12303 4.41417 0.08347
H -3.04883 1.55602 1.12082
H 1.70602 2.71725 0.60374
H -1.50627 0.01439 1.71810
H 2.25632 -1.75390 -0.16116
H -1.44639 -0.38121 -0.84103
H -1.22265 -1.12632 -2.41253
H -0.34552 0.19153 -2.03453
H 1.75216 -3.05300 -2.14268
H 1.02476 -2.06281 -3.34914
H -0.17618 -3.21257 -2.50474
H 2.28247 0.49427 1.48190
H 0.38440 -3.32563 0.17809
H -0.49361 -1.88126 0.65505
H 1.32633 -0.74287 3.23320

***

No. 14
10
Properties=species:S:1:pos:R:3 method="wB97M-V/def2-TZVPD" e_tot_ev=-5148.84529 e_lumo_ev=1.3 orbital_gap_ev=10.88 e_above_lowest_kcal_mol=70.9
C -1.06297 2.95601 -3.25477
N -0.80384 4.20112 -3.00572
H -0.30012 2.42853 -3.85035
H -1.95495 2.30810 -2.93957
H -1.35614 4.91808 -2.51254
C 0.52921 -3.87636 3.28443
N 1.43738 -3.11124 2.96104
H -0.18421 -3.43987 3.98692
H 0.29370 -4.98738 2.96723
H 2.26949 -3.33459 2.48311

***

No. 15
59
Properties=species:S:1:pos:R:3 method="wB97M-V/def2-TZVPD" e_tot_ev=-66919.71430 e_lumo_ev="-0.4 / -0.4" orbital_gap_ev="6.21 / 6.21" e_above_lowest_kcal_mol=18.1
Pd 0.48894 -2.75796 0.49595
C 2.47394 -4.12347 6.12168
C 2.08922 -3.63207 4.75889
C 2.61624 -2.43104 4.26293
C 2.18041 -2.02105 3.03079
N 1.30911 -2.75214 2.34546
C 0.90795 -3.92988 2.84900
S -0.04989 -4.79529 1.72191
N 1.24809 -4.37747 4.06090
H 2.30409 -3.35082 6.87222
H 3.53519 -4.37662 6.14860
H 1.89816 -5.00962 6.37487
H 3.32985 -1.84963 4.82520
H 2.50485 -1.09164 2.58314
N 2.36940 4.23197 -0.91778
C 2.14458 5.55556 -1.25082
C 3.00912 6.61711 -1.50591
C 2.42132 7.83126 -1.79374
C 1.02150 7.98311 -1.82365
C 0.17963 6.92320 -1.56740
C 0.75808 5.68648 -1.27720
N 0.15043 4.47116 -0.97425
C 1.13905 3.64951 -0.77634
C 0.98078 2.22671 -0.41207
C 2.05913 1.42592 -0.06948
C 1.83665 0.10045 0.26794
N 0.61942 -0.43592 0.28827
C -0.41598 0.33397 -0.05310
C -0.28817 1.66313 -0.40490
H 3.26022 3.77503 -0.84833
H 4.08396 6.50405 -1.48280
H 3.05059 8.68599 -1.99966
H 0.60458 8.95451 -2.05147
H -0.89555 7.03169 -1.58991
H 3.07583 1.79257 -0.06583
H 2.65818 -0.57036 0.49371
H -1.38760 -0.14527 -0.04179
H -1.14563 2.26221 -0.67529
I 2.89140 -3.20886 -0.73393
C -4.14348 -1.49743 -0.53224
N -3.06045 -2.47307 -0.60189
C -2.74066 -3.12171 0.66343
C -2.21606 -2.51128 -1.64571
S -0.57161 -2.91700 -1.59918
N -2.75221 -2.19693 -2.85672
C -1.90045 -1.89939 -3.99847
C -4.07433 -2.69337 -3.22515
H -4.02504 -0.91739 0.38543
H -5.12390 -1.97665 -0.50914
H -4.09727 -0.81943 -1.37952
H -3.66123 -3.18873 1.24282
H -1.99998 -2.55976 1.24231
H -2.34658 -4.12327 0.50049
H -1.03891 -1.31336 -3.69014
H -2.49163 -1.32555 -4.71147
H -1.54315 -2.81307 -4.47969
H -4.50788 -3.26506 -2.41041
H -3.97033 -3.35392 -4.08832
H -4.75193 -1.88006 -3.49222